Entry 1:
Formula: H15N5
Source: OMol25
Level of theory: the ωB97M-V functional and the def2-TZVPD basis

ORCA input file:
```
! wB97M-V def2-TZVPD RIJCOSX def2/J DEFGRID3
* xyz 1 2
N 0.50 0.55 2.33
H -0.07 -0.24 2.04
H 1.11 0.85 1.59
H -0.10 1.29 2.65
N 1.26 -2.23 0.40
H 1.23 -2.99 1.07
H 1.06 -2.35 -0.58
H 1.34 -1.27 0.69
N -1.74 2.16 1.18
H -2.45 2.65 0.66
H -2.15 1.64 1.93
H -1.27 1.49 0.59
N 1.84 -0.28 -2.30
H 2.65 0.15 -2.74
H 2.05 -0.49 -1.34
H 0.97 0.24 -2.33
N -1.37 -0.14 -1.52
H -2.23 0.32 -1.23
H -1.01 -0.66 -0.74
H -1.61 -0.69 -2.34
*
```

Electronic energy in Eh: -282.3889
Orbital gap (spin up / spin down) in eV: 10.1982 / 3.3395
LUMO (spin up / spin down) in Ha: -0.1285 / -0.3635
Molar mass in g/mol: 85.2

=====

Entry 2:
Formula: H15NSi6
Source: OMol25
Level of theory: the ωB97M-V functional and the def2-TZVPD basis

ORCA input file:
```
! wB97M-V def2-TZVPD RIJCOSX def2/J DEFGRID3
* xyz 0 1
N 0.12 0.10 0.10
Si -0.47 -2.33 -2.08
Si -1.73 -0.16 3.80
Si 1.75 1.45 -2.59
Si 0.75 -1.47 -0.27
Si -0.12 0.99 2.49
Si -0.06 1.29 -1.08
H -1.85 -2.25 -1.83
H -0.43 -1.33 -3.07
H -0.02 -3.57 -2.68
H -1.00 -1.01 4.75
H -2.64 -0.46 2.71
H -2.57 0.61 4.70
H 2.97 1.69 -1.82
H 1.88 2.72 -3.32
H 1.98 0.14 -3.17
H 0.10 -1.94 1.02
H 2.27 -1.43 -0.14
H 1.24 0.63 2.56
H -0.71 2.28 2.04
H -1.42 1.27 -1.66
H -0.03 2.77 -0.46
*
```

Electronic energy in Eh: -1800.4971
Orbital gap in eV: 7.0651
LUMO in Ha: -0.0468
Molar mass in g/mol: 197.6

=====

Entry 3:
Formula: H15O7S
Source: OMol25
Level of theory: the ωB97M-V functional and the def2-TZVPD basis

ORCA input file:
```
! wB97M-V def2-TZVPD RIJCOSX def2/J DEFGRID3
* xyz -1 1
S -2.85 -1.41 0.34
H -1.89 -2.16 0.91
H -1.88 1.30 -0.98
H -0.62 2.01 -0.57
O -1.12 1.77 -1.36
H 2.05 2.28 0.72
H 0.76 1.89 1.25
O 1.17 2.67 0.84
H 2.78 0.04 0.68
H 4.03 0.21 1.50
O 3.44 0.73 0.94
H 1.00 -1.89 0.39
H 0.60 -0.76 1.33
O 1.39 -1.22 0.99
H -0.88 -2.33 -0.72
H 0.07 -1.63 -1.65
O 0.00 -2.45 -1.13
H -1.37 1.25 1.97
H -1.36 0.00 1.07
O -0.81 0.77 1.36
H 1.68 0.93 -2.24
H 0.20 0.57 -2.30
O 1.09 0.20 -2.41
*
```

Electronic energy in Eh: -933.9671
Orbital gap in eV: 7.6555
LUMO in Ha: 0.1202
Molar mass in g/mol: 159.2

=====

Entry 4:
Formula: H15O8
Source: OMol25
Level of theory: the ωB97M-V functional and the def2-TZVPD basis

ORCA input file:
```
! wB97M-V def2-TZVPD RIJCOSX def2/J DEFGRID3
* xyz -1 1
O 3.21 1.86 -0.10
H 3.54 2.21 0.67
O 1.49 -0.05 2.49
H 1.03 -0.48 1.72
H 1.01 0.72 2.69
O -2.29 0.20 -2.49
H -1.58 -0.12 -3.04
H -2.26 -0.29 -1.75
O 0.31 -2.98 -0.40
H 2.85 1.00 0.24
H 0.87 -2.26 -0.44
O -2.97 -2.39 0.38
H -2.35 -2.95 0.79
H -2.46 -1.52 0.17
O 0.76 -0.35 0.00
H 1.25 -0.02 -0.70
H -0.49 -2.63 -0.71
O -1.65 -0.16 -0.06
H -1.74 0.69 -0.37
H -0.50 -0.44 -0.07
O 0.74 3.32 0.72
H 1.17 2.91 -0.03
H 0.04 3.73 0.29
*
```

Electronic energy in Eh: -610.9463
Orbital gap in eV: 9.2766
LUMO in Ha: 0.1196
Molar mass in g/mol: 143.1

=====

Entry 5:
Formula: H15O8
Source: OMol25
Level of theory: the ωB97M-V functional and the def2-TZVPD basis

ORCA input file:
```
! wB97M-V def2-TZVPD RIJCOSX def2/J DEFGRID3
* xyz -1 1
O -0.45 0.30 0.02
H 0.22 0.33 0.70
O -2.26 0.50 2.04
H -1.69 -0.15 2.44
H -1.67 0.37 1.31
O 1.50 -1.08 -1.07
H 1.91 -1.54 -0.33
H 0.77 -0.36 -0.80
O 3.63 0.31 -0.40
H 2.77 -0.09 -0.75
H 4.06 0.07 -1.17
O 0.30 -0.11 2.92
H 0.72 -0.46 2.18
H 0.65 -0.86 3.60
O -1.58 -2.27 -0.73
H -1.07 -1.51 -0.60
H -2.49 -1.84 -0.77
O -0.55 2.92 -0.17
H -0.53 1.96 -0.10
H -0.48 2.93 -1.14
O -1.39 0.43 -2.59
H -1.01 -0.44 -2.90
H -1.39 0.59 -1.68
*
```

Electronic energy in Eh: -610.9221
Orbital gap in eV: 9.2558
LUMO in Ha: 0.1098
Molar mass in g/mol: 143.1

=====

Entry 6:
Formula: H15O8
Source: OMol25
Level of theory: the ωB97M-V functional and the def2-TZVPD basis

ORCA input file:
```
! wB97M-V def2-TZVPD RIJCOSX def2/J DEFGRID3
* xyz -1 1
O -0.11 0.16 -0.21
H 0.75 0.03 -0.65
O -1.66 2.23 -0.78
H -1.15 1.46 -0.54
H -2.46 2.15 -0.27
O -1.11 1.95 2.59
H -1.10 1.34 1.84
H -0.22 1.91 2.94
O 1.30 -3.69 -1.07
H 1.95 -4.26 -0.65
H 1.51 -2.82 -0.74
O 0.30 -0.97 -2.79
H 0.83 -0.31 -3.24
H -0.01 -0.53 -1.99
O 1.30 2.48 -0.19
H 0.57 1.86 -0.27
H 2.00 1.98 0.24
O -2.54 -0.49 0.86
H -2.31 -0.02 1.66
H -1.77 -0.40 0.30
O 1.27 -1.69 1.18
H 0.59 -1.08 0.91
H 2.08 -1.29 0.86
*
```

Electronic energy in Eh: -610.9711
Orbital gap in eV: 9.5136
LUMO in Ha: 0.1175
Molar mass in g/mol: 143.1

=====

Entry 7:
Formula: H16IO8
Source: OMol25
Level of theory: the ωB97M-V functional and the def2-TZVPD basis

ORCA input file:
```
! wB97M-V def2-TZVPD RIJCOSX def2/J DEFGRID3
* xyz -1 1
I 1.18 31.20 11.30
O -1.04 28.99 10.13
H -0.37 29.40 10.47
H -0.92 28.36 10.89
O 0.48 32.24 8.30
H 0.70 33.18 8.10
H 0.81 31.91 9.14
O 3.60 29.82 8.91
H 3.36 30.62 9.42
H 2.79 29.44 8.73
O 2.02 34.39 12.77
H 1.78 33.65 12.38
H 2.25 34.20 13.69
O 0.99 27.76 12.66
H 1.10 28.48 12.13
H 0.41 28.07 13.29
O 4.10 30.51 13.22
H 4.22 29.63 13.64
H 3.37 30.34 12.58
O -0.65 31.16 13.85
H -0.57 31.63 14.71
H 0.27 31.38 13.54
O -1.96 32.08 11.74
H -1.90 31.42 11.09
H -1.44 31.65 12.54
*
```

Electronic energy in Eh: -909.2705
Orbital gap in eV: 8.2495
LUMO in Ha: 0.1006
Molar mass in g/mol: 271.0

=====

Entry 8:
Formula: H16O8
Source: OMol25
Level of theory: the ωB97M-V functional and the def2-TZVPD basis

ORCA input file:
```
! wB97M-V def2-TZVPD RIJCOSX def2/J DEFGRID3
* xyz -1 2
O 0.80 -0.05 -2.65
H 0.27 -0.83 -2.78
H 1.06 -0.08 -1.73
O -1.79 -2.45 0.06
H -1.93 -2.25 0.98
H -0.96 -2.93 0.03
O -0.04 -0.03 0.04
H -0.60 -0.78 -0.14
H 0.40 -0.24 0.86
O -4.23 -1.48 -1.26
H -3.29 -1.51 -1.07
H -4.59 -2.27 -0.87
O 1.11 -0.15 3.16
H 1.91 0.06 2.68
H 1.25 -1.03 3.51
O -1.46 2.18 -0.48
H -0.63 1.69 -0.52
H -1.53 2.46 0.43
O 2.98 0.63 1.18
H 3.72 0.64 0.58
H 2.47 1.41 0.96
O 1.67 2.37 -0.60
H 0.96 2.32 -1.24
H 2.47 2.32 -1.12
*
```

Electronic energy in Eh: -611.4967
Orbital gap (spin up / spin down) in eV: 2.6738 / 10.4377
LUMO (spin up / spin down) in Ha: 0.1076 / 0.1022
Molar mass in g/mol: 144.1

=====

Entry 9:
Formula: H16O8
Source: OMol25
Level of theory: the ωB97M-V functional and the def2-TZVPD basis

ORCA input file:
```
! wB97M-V def2-TZVPD RIJCOSX def2/J DEFGRID3
* xyz -1 2
O -18.69 -9.41 -10.97
H -17.88 -9.90 -11.04
H -18.52 -8.59 -11.42
O -21.79 -8.72 -9.92
H -22.08 -8.98 -10.80
H -22.35 -9.21 -9.33
O -19.77 -14.30 -10.62
H -19.58 -14.66 -9.75
H -20.08 -13.41 -10.45
O -20.02 -11.80 -7.52
H -19.48 -12.34 -6.95
H -19.48 -11.04 -7.72
O -20.29 -11.54 -10.22
H -20.51 -11.82 -9.33
H -19.70 -10.79 -10.09
O -20.75 -11.14 -12.90
H -19.96 -11.58 -13.22
H -20.73 -11.27 -11.95
O -16.79 -11.79 -11.18
H -16.40 -10.95 -11.41
H -16.96 -11.73 -10.24
O -23.35 -12.71 -8.56
H -23.14 -11.85 -8.19
H -23.96 -12.51 -9.27
*
```

Electronic energy in Eh: -611.4830
Orbital gap (spin up / spin down) in eV: 2.8409 / 10.4166
LUMO (spin up / spin down) in Ha: 0.1099 / 0.1054
Molar mass in g/mol: 144.1

=====

Entry 10:
Formula: H16O8
Source: OMol25
Level of theory: the ωB97M-V functional and the def2-TZVPD basis

ORCA input file:
```
! wB97M-V def2-TZVPD RIJCOSX def2/J DEFGRID3
* xyz 0 1
O -17.91 -0.36 20.41
H -17.50 0.52 20.53
H -18.39 -0.51 21.22
O -21.13 0.60 21.56
H -20.85 1.18 20.84
H -20.89 1.08 22.40
O -20.18 -1.34 19.06
H -19.52 -0.87 19.60
H -20.39 -0.78 18.32
O -19.64 -1.70 22.57
H -20.37 -2.24 22.22
H -19.98 -0.79 22.55
O -18.28 -4.25 23.96
H -19.06 -4.72 24.19
H -18.54 -3.39 23.67
O -16.66 -3.29 21.82
H -16.19 -4.05 22.09
H -16.97 -2.85 22.59
O -19.48 2.01 23.33
H -18.73 1.57 23.77
H -19.27 2.95 23.51
O -21.61 -2.85 20.78
H -22.55 -2.56 20.58
H -21.20 -2.16 20.29
*
```

Structure (SMILES): O.O.O.O.O.O.O.O
Electronic energy in Eh: -611.5024
Orbital gap in eV: 10.3292
LUMO in Ha: -0.0059
Molar mass in g/mol: 144.1

=====

Entry 11:
Formula: H16O8
Source: OMol25
Level of theory: the ωB97M-V functional and the def2-TZVPD basis

ORCA input file:
```
! wB97M-V def2-TZVPD RIJCOSX def2/J DEFGRID3
* xyz 0 1
O 2.06 1.23 -0.96
H 2.22 1.37 0.00
H 1.94 0.27 -1.04
O -0.25 -0.68 0.83
H 0.18 -1.12 0.08
H -1.19 -0.85 0.73
O -3.86 -1.88 0.49
H -3.69 -2.82 0.63
H -4.28 -1.84 -0.37
O -1.04 1.91 -0.59
H -0.68 1.54 0.22
H -0.37 1.69 -1.25
O 0.35 0.20 3.48
H 0.34 -0.37 2.70
H -0.30 0.88 3.28
O 1.30 -1.52 -1.41
H 1.67 -2.08 -2.10
H 0.67 -0.93 -1.88
O -0.51 0.06 -2.75
H -0.19 0.70 -3.39
H -1.45 -0.04 -2.94
O 2.50 1.26 1.76
H 2.79 2.08 2.15
H 1.78 0.95 2.34
*
```

Structure (SMILES): O.O.O.O.O.O.O.O
Electronic energy in Eh: -611.5255
Orbital gap in eV: 10.3067
LUMO in Ha: 0.0016
Molar mass in g/mol: 144.1